Entry 1:
This record from the OMol25 dataset describes a 2-piece molecular cluster, ClH4N2PS overall. The level of theory is ωB97M-V/def2-TZVPD.

Last column: Mulliken charge in e.
Atoms and positions in Å:
N: -0.205 0.001 -1.597  -0.46
N: 1.495 -0.148 1.432  -0.61
P: -0.780 -0.050 -0.006  0.59
S: -1.940 1.246 0.709  -0.26
Cl: -1.839 -1.923 -0.035  -0.26
H: -0.030 -0.841 -2.026  0.25
H: 0.501 0.740 -1.636  0.28
H: 1.123 0.234 2.266  0.25
H: 1.676 0.741 0.894  0.22

Atomic forces in eV per Å
-0.84 2.97 2.82
-1.57 0.50 -3.63
1.05 -2.00 0.69
0.11 0.70 -0.01
1.33 1.14 -0.06
0.81 -2.19 -1.13
-0.12 -0.56 -0.58
-0.91 0.38 1.38
0.14 -0.95 0.51

Results
Lowest unoccupied orbital energy (spin up / spin down) (eV): -1.736 / -1.736
HOMO energy (spin up / spin down) (eV): -9.0 / -9.0
Frontier orbital gap (spin up / spin down) (eV): 7.27 / 7.27


Entry 2:
This record from the OMol25 dataset describes C42H49Cl5N4O9P2Rb as an isolated structure. The level of theory is ωB97M-V/def2-TZVPD.

Last column: Mulliken charge in e.
Atoms and positions in Å:
Rb: -0.449 0.050 0.338  0.78
O: 1.524 -0.666 2.444  -0.44
C: 2.693 -0.811 2.064  0.23
O: 3.659 -1.524 2.495  -0.84
C: 3.192 -0.041 0.840  0.53
C: 4.134 -0.631 -0.039  -0.67
C: 4.585 0.115 -1.038  -0.55
C: 4.153 1.439 -1.262  1.10
C: 4.763 2.313 -2.193  -0.89
C: 4.237 3.563 -2.399  -0.63
C: 3.108 3.941 -1.653  -0.55
C: 2.470 3.095 -0.823  -0.52
C: 3.040 1.845 -0.459  0.13
N: 2.661 1.097 0.575  -0.29
H: 4.503 -1.668 -0.026  0.39
H: 5.427 -0.153 -1.720  0.29
H: 5.648 2.037 -2.692  0.41
H: 4.753 4.203 -3.006  0.56
H: 2.650 4.913 -1.859  0.43
H: 1.518 3.438 -0.312  0.34
C: -4.796 3.492 0.511  -1.22
C: -4.593 3.275 -0.934  0.69
C: -3.235 3.541 -1.502  -1.20
O: -4.928 1.802 -1.288  -0.35
P: -4.269 0.445 -0.872  0.37
O: -3.088 0.567 0.065  -0.46
C: -4.065 -0.550 -2.343  -0.65
P: -2.419 -1.101 -2.796  -0.10
O: -1.254 -0.410 -2.218  -0.14
O: -2.405 -2.725 -2.511  -0.25
C: -1.626 -3.460 -1.523  1.04
C: -0.804 -4.511 -2.306  -1.46
C: -2.627 -4.058 -0.506  -1.27
O: -2.557 -0.998 -4.371  -0.30
C: -1.464 -0.837 -5.386  0.84
C: -1.970 -1.452 -6.665  -1.34
C: -1.248 0.623 -5.469  -1.53
O: -5.396 -0.324 -0.029  -0.41
C: -6.733 -0.527 -0.653  0.91
C: -7.077 -2.075 -0.497  -1.37
C: -7.796 0.345 0.011  -1.39
H: -4.493 4.507 0.786  0.43
H: -4.327 2.796 1.184  0.27
H: -5.889 3.457 0.729  0.33
H: -5.383 3.718 -1.547  0.20
H: -2.496 3.007 -0.872  0.16
H: -2.967 4.668 -1.523  0.23
H: -3.143 3.187 -2.516  0.44
H: -4.531 0.068 -3.123  0.75
H: -4.620 -1.487 -2.405  0.32
H: -0.990 -2.711 -0.995  -0.13
H: -1.362 -5.337 -2.698  0.36
H: -0.285 -5.024 -1.517  0.45
H: -0.144 -4.066 -3.071  0.32
H: -3.286 -4.712 -1.143  0.30
H: -3.212 -3.228 -0.128  0.22
H: -2.232 -4.610 0.325  0.42
H: -0.624 -1.344 -4.843  0.30
H: -2.257 -0.607 -7.280  0.37
H: -2.819 -2.108 -6.479  0.32
H: -1.251 -1.901 -7.317  0.37
H: -2.177 1.168 -5.818  0.31
H: -0.431 0.945 -6.094  0.45
H: -1.131 1.055 -4.468  0.29
H: -6.492 -0.120 -1.734  0.23
H: -6.952 -2.261 0.591  0.30
H: -6.392 -2.714 -1.053  0.27
H: -8.054 -2.431 -0.797  0.42
H: -7.634 1.372 -0.396  0.24
H: -7.598 0.341 1.084  0.30
H: -8.810 -0.037 -0.050  0.41
Cl: 2.199 5.790 -5.937  -0.23
C: 0.944 6.424 -4.924  0.27
C: 1.276 7.264 -3.929  -0.85
C: 0.589 8.085 -3.061  0.16
Cl: 1.111 9.529 -2.208  -0.25
C: -0.805 7.717 -2.980  0.20
Cl: -1.894 8.200 -1.791  -0.23
C: -1.297 6.820 -3.960  0.02
Cl: -2.975 6.398 -3.912  -0.20
C: -0.484 6.207 -4.928  0.35
Cl: -1.210 5.136 -6.054  -0.24
C: 6.976 -6.981 5.100  -1.29
C: 6.268 -5.620 5.233  1.01
C: 6.801 -4.581 6.039  -0.63
C: 6.237 -3.351 6.020  -0.43
C: 5.172 -3.074 5.143  0.46
N: 4.447 -1.941 5.058  0.30
C: 4.596 -0.865 5.907  0.24
O: 5.530 -0.713 6.692  -0.75
N: 3.652 0.128 5.663  0.03
C: 2.271 -0.141 5.407  0.60
C: 1.696 -1.416 5.673  -0.11
C: 0.321 -1.361 5.630  -0.42
C: -0.399 -0.205 5.373  -0.44
N: 0.162 0.943 5.008  -0.68
C: 1.451 0.949 5.005  -0.44
C: 4.742 -4.106 4.233  -0.29
C: 5.342 -5.373 4.225  -0.87
H: 8.059 -6.790 5.316  0.31
H: 6.970 -7.395 4.103  0.35
H: 6.746 -7.871 5.791  0.23
H: 7.625 -4.807 6.696  0.35
H: 6.466 -2.531 6.731  0.42
H: 3.781 -1.880 4.234  -0.12
H: 3.991 1.108 5.823  0.29
H: 2.183 -2.411 5.793  0.38
H: -0.265 -2.297 5.796  0.30
H: -1.490 -0.168 5.477  0.37
H: 1.986 1.844 4.743  0.35
H: 4.027 -3.687 3.480  0.36
H: 5.264 -6.187 3.466  0.23

Atomic forces in eV per Å
0.66 0.23 0.60
-0.05 -0.35 -0.05
1.67 -0.32 -0.47
-1.53 0.08 0.60
-0.33 -1.32 -0.19
0.17 -1.74 0.43
2.24 1.59 -2.26
-0.64 0.01 0.66
-1.34 0.54 0.55
-0.28 -2.08 2.05
-0.64 1.14 -1.49
-1.67 -0.10 2.26
1.69 0.69 -2.01
-1.97 1.09 0.62
-0.42 0.61 0.83
-0.81 -0.49 0.64
0.91 -0.57 -0.62
0.87 1.78 -1.57
0.21 -0.22 0.09
1.29 -0.46 -0.50
-1.72 0.80 0.97
-0.18 -1.45 -1.61
1.29 1.52 0.83
0.03 0.19 -0.40
1.15 0.29 3.88
-1.40 -0.23 -1.78
-0.43 0.16 -0.94
1.00 -1.37 -1.00
-0.10 -0.10 0.05
-0.54 1.60 -0.28
0.16 0.22 -0.13
0.04 0.95 1.22
-0.63 0.03 -2.17
-0.55 -0.22 0.05
0.32 -1.09 2.24
-0.35 0.66 -0.25
-1.20 2.15 0.45
-1.22 -0.21 -0.23
0.66 -0.61 -1.76
1.13 1.20 0.39
1.36 0.69 0.11
0.17 -0.07 -0.13
0.53 -0.36 -0.09
0.65 -0.08 -0.07
0.25 0.31 0.31
-0.21 0.38 -0.38
-0.58 -1.80 0.19
-0.08 -0.10 -0.40
0.62 -0.16 -0.21
-0.36 0.10 0.68
-0.02 -0.68 -0.54
-0.97 0.02 -0.68
1.16 -0.08 0.24
-0.24 -0.25 0.54
0.35 0.45 0.93
-0.28 0.06 0.19
0.54 -0.25 0.16
-0.27 0.29 -1.17
-0.78 0.11 -0.13
0.15 -0.04 -0.11
0.80 -0.79 0.20
0.84 -0.86 -0.05
0.35 -0.12 -0.24
0.51 -0.24 -0.14
-1.45 -1.35 1.65
-0.05 -0.11 -0.62
0.39 0.13 0.14
-0.46 0.65 -0.07
-0.69 -0.64 0.56
0.21 0.22 0.05
-0.07 0.08 -0.71
-0.15 -0.93 -0.67
-3.16 1.08 2.25
2.30 2.91 1.12
-2.85 -3.01 -1.72
0.41 -0.10 0.12
2.14 -0.29 -1.46
-0.73 0.89 1.42
0.89 -0.16 0.10
-0.38 -0.08 -0.16
1.85 0.14 -0.03
-0.36 -0.59 -0.92
1.63 -0.40 1.88
1.48 -1.12 -0.75
-0.71 -2.21 -0.49
-1.09 2.44 0.71
0.34 -3.70 -0.88
-1.02 2.01 0.57
0.87 0.02 -0.97
-0.93 0.17 -0.35
-0.39 0.98 -0.10
0.97 -0.39 0.72
-0.01 1.04 -0.74
-1.54 -1.40 0.19
-0.75 -0.09 0.03
-1.24 -0.07 0.11
2.49 -0.90 0.66
0.14 1.19 -0.55
-0.11 0.90 0.50
-0.64 -0.26 -0.17
-0.31 0.12 -0.40
-0.29 1.56 -0.68
0.11 -0.02 0.17
0.38 -0.89 -0.68
0.97 0.34 0.58
-0.79 -1.64 -0.07
-0.12 1.37 0.16
0.54 0.86 -0.04
0.38 -0.30 -0.19
0.00 0.46 -0.21
0.55 -1.05 0.46
-0.70 1.04 0.57

Results
Charge: -1
Lowest unoccupied orbital energy (eV): 1.314
HOMO energy (eV): -3.7
Frontier orbital gap (eV): 5.04